(1)
Entry from the OMol25 dataset: a molecular structure, C26H50InNP3Se at a distorted geometry (ωB97M-V/def2-TZVPD).

Values from the calculation:
Kohn-Sham gap (spin up / spin down)	0.1597 / 0.1590	Ha
strongest force on any atom	3.60	eV/Å
HOMO level (spin up / spin down)	-14.0 / -14.0	eV
energy	-4690.00483	hartree
total charge	+3

Geometry (Å):
1 In -0.14 -0.17 -0.30
2 P -1.78 -0.75 1.74
3 P 1.47 -2.20 -0.50
4 P -2.00 -0.83 -1.99
5 H 1.63 2.15 -0.87
6 C 0.55 2.02 -0.95
7 C -0.25 2.16 0.19
8 H 0.25 2.24 1.18
9 C -0.98 -0.08 3.24
10 C -2.00 -2.54 2.01
11 C -3.50 -0.14 1.75
12 C 2.56 -2.12 -1.96
13 C 2.60 -2.41 0.92
14 C 0.58 -3.79 -0.68
15 C -3.21 0.52 -2.24
16 C -3.06 -2.28 -1.64
17 C -1.38 -1.17 -3.67
18 H 0.13 2.18 -1.96
19 H -1.26 2.58 0.12
20 H -1.16 1.01 3.31
21 H 0.10 -0.24 3.18
22 H -1.38 -0.57 4.15
23 H -1.04 -3.06 2.07
24 H -2.58 -2.95 1.16
25 H -2.56 -2.73 2.94
26 H -3.52 0.95 1.68
27 H -4.01 -0.44 2.68
28 H -4.04 -0.57 0.90
29 H 3.12 -3.06 -2.07
30 H 3.27 -1.28 -1.87
31 H 1.97 -1.95 -2.88
32 H 3.30 -3.23 0.70
33 H 2.03 -2.66 1.83
34 H 3.17 -1.49 1.12
35 H 1.31 -4.60 -0.71
36 H -0.01 -3.81 -1.61
37 H -0.10 -3.95 0.17
38 H -3.84 0.24 -3.09
39 H -2.71 1.47 -2.46
40 H -3.85 0.66 -1.35
41 H -3.68 -2.45 -2.54
42 H -3.74 -2.11 -0.78
43 H -2.46 -3.17 -1.45
44 H -2.25 -1.18 -4.34
45 H -0.88 -2.15 -3.72
46 H -0.66 -0.41 -4.02
47 C 2.23 2.43 -5.08
48 C 1.71 3.53 -4.39
49 C 1.65 4.79 -5.00
50 C 2.16 4.96 -6.30
51 C 2.76 3.88 -6.96
52 C 2.81 2.62 -6.36
53 Se 2.04 0.66 -4.38
54 H 2.23 1.13 -2.95
55 H 1.33 3.39 -3.37
56 H 1.21 5.63 -4.47
57 H 2.08 5.94 -6.79
58 H 3.18 4.02 -7.96
59 H 3.28 1.78 -6.86
60 C 3.26 -0.45 5.78
61 N 1.94 0.10 5.39
62 C 0.96 -0.04 6.50
63 C 2.06 1.55 4.89
64 C 2.92 1.58 3.67
65 C 4.31 1.84 3.76
66 C 5.13 1.59 2.65
67 C 4.57 1.19 1.44
68 C 3.15 1.14 1.32
69 C 2.39 1.31 2.44
70 H 3.74 0.22 6.49
71 H 3.90 -0.56 4.89
72 H 3.09 -1.43 6.24
73 H 1.60 -0.43 4.57
74 H 1.28 0.61 7.32
75 H -0.03 0.24 6.14
76 H 0.96 -1.09 6.83
77 H 1.03 1.86 4.66
78 H 2.46 2.13 5.73
79 H 4.73 2.19 4.70
80 H 6.22 1.69 2.73
81 H 5.20 0.93 0.58
82 H 2.71 0.94 0.34


(2)
Entry from the OMol25 dataset: a molecular structure, C26H50MnNP3Se at a distorted geometry (ωB97M-V/def2-TZVPD).

Values from the calculation:
Kohn-Sham gap (spin up / spin down)	0.3004 / 0.1710	Ha
strongest force on any atom	2.35	eV/Å
HOMO level (spin up / spin down)	-16.4 / -16.1	eV
spin multiplicity	5
expectation value of S²	6.2816
energy	-5650.89865	hartree
total charge	+3

Geometry (Å):
1 Mn -0.50 0.12 0.01
2 P 2.06 -0.39 0.83
3 P -0.53 2.35 0.98
4 P 0.68 0.93 -1.95
5 H -2.39 -1.65 -0.75
6 C -1.37 -1.48 -1.12
7 C -0.29 -2.03 -0.33
8 H -0.53 -2.55 0.61
9 C 2.45 -1.51 2.23
10 C 3.10 1.04 1.36
11 C 3.18 -1.21 -0.40
12 C -2.07 3.23 0.51
13 C -0.66 2.35 2.81
14 C 0.73 3.64 0.66
15 C 1.10 -0.37 -3.18
16 C 2.26 1.88 -1.96
17 C -0.37 2.07 -2.91
18 H -1.26 -1.40 -2.21
19 H 0.61 -2.43 -0.83
20 H 1.85 -2.42 2.16
21 H 2.25 -1.01 3.18
22 H 3.51 -1.81 2.22
23 H 2.59 1.60 2.15
24 H 3.31 1.72 0.53
25 H 4.06 0.68 1.77
26 H 2.69 -2.10 -0.80
27 H 4.10 -1.52 0.11
28 H 3.45 -0.56 -1.24
29 H -2.00 4.27 0.85
30 H -2.93 2.74 0.99
31 H -2.22 3.20 -0.57
32 H -0.86 3.37 3.16
33 H 0.27 1.99 3.28
34 H -1.49 1.70 3.11
35 H 0.44 4.54 1.23
36 H 0.77 3.90 -0.40
37 H 1.72 3.31 1.00
38 H 1.46 0.12 -4.09
39 H 0.23 -0.98 -3.43
40 H 1.88 -1.04 -2.80
41 H 2.42 2.22 -2.99
42 H 3.12 1.28 -1.65
43 H 2.20 2.76 -1.31
44 H 0.09 2.24 -3.89
45 H -0.48 3.03 -2.37
46 H -1.38 1.65 -3.06
47 C -4.87 0.11 -3.20
48 C -4.61 -1.26 -3.29
49 C -5.31 -2.06 -4.20
50 C -6.33 -1.51 -4.99
51 C -6.66 -0.16 -4.84
52 C -5.95 0.65 -3.95
53 Se -3.74 1.20 -2.07
54 H -2.45 0.28 -1.71
55 H -3.82 -1.69 -2.66
56 H -5.05 -3.12 -4.29
57 H -6.86 -2.14 -5.71
58 H -7.48 0.25 -5.43
59 H -6.21 1.71 -3.84
60 C -1.30 -0.05 5.48
61 N -0.24 -0.64 4.61
62 C 0.81 -1.25 5.48
63 C -0.75 -1.65 3.58
64 C -1.94 -1.12 2.84
65 C -3.19 -1.42 3.42
66 C -4.38 -0.89 2.93
67 C -4.34 -0.11 1.77
68 C -3.10 0.09 1.15
69 C -1.89 -0.37 1.64
70 H -1.80 -0.85 6.02
71 H -2.01 0.52 4.88
72 H -0.80 0.62 6.19
73 H 0.16 0.13 4.04
74 H 0.33 -2.02 6.10
75 H 1.59 -1.71 4.86
76 H 1.24 -0.46 6.11
77 H 0.10 -1.86 2.92
78 H -0.98 -2.56 4.14
79 H -3.22 -2.07 4.30
80 H -5.32 -1.08 3.44
81 H -5.23 0.31 1.32
82 H -3.13 0.61 0.18


(3)
Entry from the OMol25 dataset: 10 unconnected molecules or ions with the total composition C26H50N19O14P at a distorted geometry (ωB97M-V/def2-TZVPD).

Values from the calculation:
Kohn-Sham gap	0.2786	Ha
strongest force on any atom	4.45	eV/Å
HOMO level	-9.0	eV
energy	-3455.96163	hartree

Geometry (Å):
1 H 4.50 3.74 -0.73
2 N 4.70 3.27 0.18
3 C 3.70 2.48 0.52
4 C 3.75 1.58 1.87
5 C 2.43 2.38 -0.47
6 C 1.34 3.52 -0.24
7 C 1.66 5.04 -0.49
8 C 0.59 6.16 -0.25
9 C -0.84 5.79 0.25
10 C -1.16 4.30 0.49
11 C -0.09 3.17 0.25
12 C -0.57 1.66 0.51
13 O 0.12 0.80 1.11
14 C -2.07 1.35 -0.02
15 C -2.41 0.03 -0.75
16 C -3.88 -0.15 -1.27
17 C -4.94 0.95 -0.99
18 C -4.61 2.30 -0.24
19 P -5.96 3.57 0.04
20 O -5.51 5.02 -0.15
21 O -7.17 3.26 -1.14
22 O -6.70 3.36 1.58
23 C -3.14 2.48 0.22
24 C -2.62 3.82 0.96
25 O -3.26 4.42 1.85
26 H 3.55 2.26 2.78
27 H 4.81 1.14 1.98
28 H 2.99 0.74 1.74
29 H 2.84 2.51 -1.53
30 H 2.01 1.31 -0.40
31 H 2.70 5.32 -0.89
32 H 0.79 7.27 -0.46
33 H -1.68 6.55 0.41
34 H -1.59 -0.75 -0.94
35 H -4.15 -1.10 -1.84
36 H -6.02 0.82 -1.37
37 H -6.75 2.99 -1.99
38 H -7.33 4.12 1.65
39 N -0.02 -4.41 -1.01
40 C 0.37 -3.14 -0.80
41 N 0.43 -2.76 0.50
42 O 0.66 -2.37 -1.72
43 H -0.26 -5.05 -0.27
44 H -0.08 -4.73 -1.96
45 H 0.72 -1.82 0.70
46 H 0.20 -3.37 1.27
47 N 0.66 -2.25 5.19
48 C 0.67 -1.18 4.35
49 N -0.45 -1.04 3.61
50 O 1.62 -0.42 4.27
51 H -0.11 -2.89 5.28
52 H 1.48 -2.39 5.76
53 H -0.49 -0.26 2.97
54 H -1.24 -1.66 3.66
55 N -2.35 -8.36 -0.05
56 C -2.34 -7.29 -0.88
57 N -3.47 -7.14 -1.62
58 O -1.40 -6.52 -0.96
59 H -3.11 -9.00 0.03
60 H -1.53 -8.50 0.52
61 H -3.50 -6.36 -2.25
62 H -4.26 -7.76 -1.57
63 N 1.49 -0.47 -3.95
64 C 2.27 -0.81 -5.00
65 N 2.39 0.16 -5.95
66 O 2.81 -1.90 -5.10
67 H 1.03 0.42 -3.85
68 H 1.37 -1.17 -3.22
69 H 2.96 -0.05 -6.75
70 H 1.95 1.06 -5.89
71 N 7.15 5.15 -1.42
72 C 6.59 6.23 -2.01
73 N 7.10 7.42 -1.61
74 O 5.69 6.14 -2.84
75 H 7.88 5.20 -0.74
76 H 6.79 4.25 -1.68
77 H 6.71 8.25 -2.03
78 H 7.83 7.52 -0.94
79 N -1.51 -4.16 8.18
80 C -0.72 -4.90 7.36
81 N 0.38 -5.42 7.96
82 O -0.97 -5.08 6.18
83 H -1.32 -4.01 9.15
84 H -2.34 -3.76 7.77
85 H 1.00 -5.97 7.39
86 H 0.61 -5.28 8.93
87 N 0.40 -3.28 -7.28
88 C 0.83 -3.70 -8.49
89 N 2.13 -3.43 -8.75
90 O 0.10 -4.27 -9.29
91 H 0.99 -2.81 -6.61
92 H -0.56 -3.46 -7.04
93 H 2.49 -3.72 -9.65
94 H 2.75 -2.96 -8.11
95 N 2.36 -7.04 0.38
96 C 2.66 -7.31 1.68
97 N 2.12 -6.43 2.57
98 O 3.35 -8.25 2.02
99 H 1.80 -6.27 0.08
100 H 2.74 -7.67 -0.31
101 H 2.32 -6.59 3.54
102 H 1.55 -5.65 2.31
103 N -5.06 9.49 2.00
104 C -4.44 8.39 1.51
105 N -4.47 7.30 2.32
106 O -3.88 8.38 0.42
107 H -5.51 9.52 2.90
108 H -5.05 10.32 1.43
109 H -4.02 6.47 1.99
110 H -4.92 7.29 3.22


(4)
Entry from the OMol25 dataset: 4 unconnected molecules or ions with the total composition C26H50N3O5P2 at a distorted geometry (ωB97M-V/def2-TZVPD).

Values from the calculation:
Kohn-Sham gap	0.1973	Ha
strongest force on any atom	2.92	eV/Å
HOMO level	-3.2	eV
energy	-2243.66164	hartree
total charge	-1

Geometry (Å):
1 C -1.59 -1.98 3.64
2 C -0.41 -1.55 3.00
3 C 0.15 -0.10 3.33
4 P 1.60 0.38 2.18
5 C 1.66 2.21 2.76
6 C 0.98 2.55 4.11
7 O -0.17 2.97 4.09
8 C 1.65 2.46 5.51
9 C 2.86 3.20 5.89
10 C 3.42 3.11 7.25
11 C 2.75 2.27 8.25
12 C 1.56 1.49 7.90
13 C 1.05 1.62 6.55
14 O 2.72 -0.01 3.48
15 C 4.06 -0.17 3.05
16 C 4.31 -1.59 2.38
17 C 4.36 -1.57 0.80
18 C 5.53 -2.57 0.36
19 P 0.11 0.85 0.60
20 C -0.35 -0.66 -0.43
21 C 0.77 2.11 -0.65
22 H -1.52 -2.81 4.40
23 H -2.58 -1.55 3.38
24 H 0.08 -2.25 2.29
25 H -0.75 0.57 3.20
26 H 0.45 -0.19 4.41
27 H 2.66 0.69 1.23
28 H 1.67 -1.00 1.71
29 H 1.26 2.96 2.01
30 H 2.75 2.48 2.87
31 H 3.38 3.86 5.16
32 H 4.33 3.69 7.56
33 H 3.15 2.20 9.29
34 H 1.02 0.84 8.63
35 H 0.13 1.05 6.27
36 H 4.47 0.69 2.45
37 H 4.69 -0.18 4.00
38 H 5.33 -1.94 2.73
39 H 3.57 -2.30 2.82
40 H 3.42 -2.08 0.45
41 H 4.49 -0.56 0.35
42 H 6.46 -2.41 0.98
43 H 5.83 -2.45 -0.71
44 H 5.23 -3.64 0.57
45 H -0.63 -1.57 0.15
46 H 0.46 -0.87 -1.20
47 H -1.26 -0.38 -1.04
48 H 0.18 3.06 -0.49
49 H 1.85 2.38 -0.50
50 H 0.55 1.81 -1.71
51 C -1.76 -0.12 -5.28
52 C -2.47 0.25 -4.00
53 O -1.97 0.99 -3.17
54 N -3.72 -0.27 -3.79
55 C -4.48 -1.15 -4.65
56 H -0.79 0.36 -5.30
57 H -1.61 -1.20 -5.32
58 H -2.34 0.22 -6.14
59 H -4.13 0.03 -2.92
60 H -5.42 -0.65 -4.91
61 H -4.70 -2.07 -4.10
62 H -3.95 -1.40 -5.56
63 C 1.97 -0.57 -5.03
64 C 2.05 0.47 -6.12
65 O 1.06 0.87 -6.72
66 N 3.27 0.97 -6.43
67 C 4.55 0.63 -5.85
68 H 0.93 -0.87 -4.89
69 H 2.55 -1.45 -5.31
70 H 2.34 -0.15 -4.09
71 H 3.25 1.66 -7.17
72 H 4.99 1.53 -5.42
73 H 5.21 0.25 -6.63
74 H 4.46 -0.12 -5.07
75 C -9.23 -2.10 -2.05
76 C -7.73 -2.05 -2.24
77 O -7.10 -2.98 -2.72
78 N -7.08 -0.92 -1.84
79 C -7.65 0.28 -1.26
80 H -9.60 -3.06 -2.41
81 H -9.48 -2.00 -0.99
82 H -9.70 -1.30 -2.63
83 H -6.09 -0.96 -2.00
84 H -7.41 1.13 -1.90
85 H -7.19 0.44 -0.28
86 H -8.72 0.21 -1.14


(5)
Entry from the OMol25 dataset: 8 unconnected molecules or ions with the total composition C26H50N6O6 (ωB97M-V/def2-TZVPD).

Values from the calculation:
Kohn-Sham gap	0.2954	Ha
strongest force on any atom	0.89	eV/Å
HOMO level	-8.2	eV
energy	-1800.74118	hartree

Geometry (Å):
1 C 2.84 -0.72 4.71
2 C 3.57 -1.94 4.54
3 C 2.79 -2.77 3.78
4 N 1.64 -2.10 3.47
5 C 1.66 -0.86 4.03
6 H 3.19 0.10 5.30
7 H 4.52 -2.15 5.00
8 H 2.96 -3.76 3.40
9 H 0.87 -2.51 2.94
10 H 0.78 -0.24 3.96
11 C -6.77 1.39 0.04
12 C -5.44 0.87 0.17
13 C -4.69 1.41 -0.83
14 N -5.47 2.33 -1.48
15 C -6.74 2.29 -0.99
16 H -7.61 1.22 0.69
17 H -5.14 0.13 0.90
18 H -3.68 1.25 -1.17
19 H -5.17 2.94 -2.22
20 H -7.50 2.95 -1.37
21 C -0.46 -5.77 0.63
22 N -1.50 -5.23 1.46
23 C -1.50 -3.98 1.93
24 C -2.79 -3.46 2.49
25 O -0.49 -3.25 1.87
26 H 0.37 -5.07 0.58
27 H -0.84 -5.93 -0.38
28 H -0.10 -6.71 1.05
29 H -2.34 -5.76 1.55
30 H -3.55 -4.23 2.61
31 H -3.18 -2.69 1.82
32 H -2.60 -2.96 3.44
33 C 1.74 -1.20 -0.69
34 N 0.58 -1.06 0.17
35 C -0.20 0.03 0.06
36 C -1.38 0.11 1.03
37 O -0.01 0.94 -0.74
38 H 2.42 -1.93 -0.25
39 H 2.25 -0.25 -0.77
40 H 1.54 -1.56 -1.70
41 H 0.21 -1.86 0.65
42 H -1.22 -0.53 1.91
43 H -2.30 -0.22 0.54
44 H -1.43 1.13 1.40
45 C 5.50 -1.38 1.27
46 N 4.63 -0.43 1.91
47 C 4.63 0.87 1.51
48 C 3.64 1.76 2.22
49 O 5.38 1.28 0.64
50 H 5.28 -1.40 0.19
51 H 5.31 -2.37 1.68
52 H 6.55 -1.12 1.37
53 H 4.05 -0.72 2.68
54 H 3.50 2.69 1.67
55 H 4.02 2.03 3.21
56 H 2.68 1.26 2.35
57 C -1.86 4.02 0.25
58 N -1.32 3.43 -0.95
59 C -1.48 4.00 -2.17
60 C -0.93 3.16 -3.29
61 O -2.02 5.07 -2.36
62 H -2.63 4.76 0.03
63 H -1.09 4.47 0.89
64 H -2.37 3.26 0.85
65 H -0.78 2.57 -0.83
66 H -0.64 2.16 -2.97
67 H -0.09 3.67 -3.77
68 H -1.72 3.02 -4.03
69 C -2.29 -2.53 -2.18
70 C -2.21 -1.35 -3.13
71 C -0.85 -1.10 -3.73
72 O -3.15 -0.67 -3.46
73 H -1.30 -2.99 -2.17
74 H -3.03 -3.25 -2.52
75 H -2.48 -2.21 -1.16
76 H -0.13 -0.92 -2.93
77 H -0.83 -0.22 -4.38
78 H -0.51 -1.95 -4.32
79 C 2.34 4.21 -2.06
80 C 3.10 3.65 -3.23
81 C 3.25 2.15 -3.29
82 O 3.52 4.35 -4.12
83 H 1.49 3.59 -1.80
84 H 2.04 5.24 -2.23
85 H 3.03 4.26 -1.21
86 H 4.15 1.92 -3.86
87 H 2.41 1.67 -3.80
88 H 3.36 1.69 -2.31